This record from OMol25 describes a molecular structure, C37H33I2N2OP2PdS. The level of theory is ωB97M-V with the def2-TZVPD basis set.

Each line ends with the Mulliken charge.
Atoms and positions in Å:
Pd (1.150, 1.122, 0.089)  -0.44
I (0.872, 6.064, 1.704)  0.06
C (2.482, 4.949, 1.021)  -0.52
C (3.757, 5.538, 0.928)  -0.33
C (4.839, 4.840, 0.468)  -0.42
I (6.688, 5.799, 0.367)  0.09
C (4.686, 3.488, 0.069)  0.83
C (5.714, 2.664, -0.437)  -0.42
C (5.451, 1.372, -0.800)  -1.22
C (4.149, 0.875, -0.660)  -0.04
N (3.167, 1.613, -0.189)  -0.17
C (3.402, 2.911, 0.176)  0.04
C (2.268, 3.634, 0.659)  0.60
O (1.100, 3.043, 0.733)  -0.51
H (3.872, 6.571, 1.228)  0.36
H (6.713, 3.069, -0.535)  0.19
H (6.226, 0.730, -1.192)  0.44
H (3.911, -0.144, -0.936)  0.44
C (-4.882, -1.892, 2.153)  -0.36
S (-4.991, -2.309, 0.401)  -0.10
C (-3.611, -3.474, 0.267)  -1.04
C (-2.250, -2.819, 0.462)  0.33
C (-1.886, -1.906, -0.703)  -1.08
N (-0.862, -0.913, -0.364)  0.85
P (-1.019, 0.620, 0.338)  1.56
C (-2.166, 1.622, -0.602)  0.61
C (-1.700, 2.799, -1.189)  -0.86
C (-2.567, 3.577, -1.942)  -0.69
C (-3.885, 3.181, -2.115)  -0.64
C (-4.352, 2.012, -1.525)  -0.89
C (-3.499, 1.233, -0.761)  0.04
C (-1.668, 0.455, 2.004)  1.20
C (-1.085, -0.496, 2.847)  -0.66
C (-1.481, -0.587, 4.168)  -0.70
C (-2.443, 0.286, 4.666)  -0.62
C (-3.003, 1.249, 3.843)  -0.77
C (-2.614, 1.341, 2.513)  -0.91
P (0.789, -0.936, -0.709)  0.55
C (1.552, -2.341, 0.108)  0.94
C (2.309, -2.106, 1.255)  -0.65
C (2.837, -3.172, 1.969)  -0.82
C (2.607, -4.471, 1.540)  -0.56
C (1.856, -4.711, 0.395)  -0.87
C (1.332, -3.650, -0.325)  -0.20
C (0.964, -1.169, -2.483)  1.01
C (2.037, -1.871, -3.027)  -0.41
C (2.192, -1.937, -4.404)  -0.80
C (1.278, -1.306, -5.236)  -0.56
C (0.209, -0.602, -4.697)  -0.85
C (0.053, -0.527, -3.323)  -0.58
H (-5.736, -1.254, 2.375)  0.38
H (-3.971, -1.345, 2.399)  -0.17
H (-4.952, -2.790, 2.765)  0.33
H (-3.703, -3.912, -0.730)  0.37
H (-3.761, -4.281, 0.985)  0.48
H (-1.474, -3.579, 0.594)  0.17
H (-2.267, -2.235, 1.382)  -0.19
H (-2.771, -1.376, -1.061)  0.45
H (-1.513, -2.491, -1.549)  0.44
H (-0.675, 3.112, -1.030)  0.50
H (-2.212, 4.496, -2.388)  0.45
H (-4.556, 3.790, -2.706)  0.40
H (-5.382, 1.707, -1.655)  0.48
H (-3.880, 0.332, -0.292)  0.10
H (-0.332, -1.175, 2.462)  0.20
H (-1.037, -1.332, 4.815)  0.47
H (-2.748, 0.217, 5.701)  0.42
H (-3.742, 1.935, 4.233)  0.46
H (-3.052, 2.099, 1.876)  0.52
H (2.483, -1.087, 1.585)  0.39
H (3.429, -2.988, 2.855)  0.48
H (3.018, -5.303, 2.096)  0.42
H (1.685, -5.725, 0.061)  0.46
H (0.758, -3.840, -1.225)  0.48
H (2.748, -2.374, -2.382)  0.44
H (3.023, -2.486, -4.826)  0.44
H (1.399, -1.363, -6.310)  0.41
H (-0.501, -0.109, -5.347)  0.47
H (-0.775, 0.034, -2.904)  0.28

Atoms 1-2, force components in eV/Å:
-0.02 0.16 0.00
-0.01 0.00 0.00

E_HOMO	-9.80	eV
strongest force on any atom	0.2	eV Å⁻¹
LUMO level	-2.86	eV
E_tot	-93024.3155	eV
ΔE to the lowest compared entry with this formula, charge and spin	0.8	kJ/mol
charge	+1



This record from OMol25 describes a molecular structure, C37H34BF4InN4O5PS. The level of theory is ωB97M-V with the def2-TZVPD basis set.

Each line ends with the Mulliken charge.
Atoms and positions in Å:
In (0.421, -0.266, 0.089)  1.52
C (-2.383, -1.954, 0.849)  -0.73
O (-1.542, -1.941, -0.306)  -0.20
C (-2.230, -1.629, -1.512)  -0.30
C (-1.256, -1.893, -2.623)  -0.84
O (-0.141, -1.023, -2.475)  -0.21
C (-0.006, 0.032, -3.425)  -0.62
C (-1.121, 1.041, -3.429)  -0.63
O (-1.191, 1.690, -2.178)  0.03
C (-2.224, 2.654, -2.157)  -0.55
H (-3.118, -2.758, 0.777)  0.37
H (-2.906, -0.999, 0.961)  0.17
H (-1.740, -2.120, 1.711)  0.19
H (-2.533, -0.576, -1.504)  -0.04
H (-3.120, -2.254, -1.631)  0.59
H (-1.727, -1.798, -3.604)  0.46
H (-0.881, -2.911, -2.515)  0.35
H (0.071, -0.384, -4.434)  0.45
H (0.936, 0.525, -3.177)  0.04
H (-2.082, 0.568, -3.668)  0.38
H (-0.906, 1.770, -4.221)  0.49
H (-2.080, 3.408, -2.938)  0.38
H (-2.198, 3.147, -1.186)  -0.16
H (-3.208, 2.191, -2.293)  0.31
S (7.771, -3.112, 0.474)  0.13
N (7.309, -1.643, 0.003)  -0.68
C (6.002, -1.702, -0.134)  0.94
C (5.147, -0.602, -0.558)  0.26
C (5.639, 0.659, -0.892)  -0.61
C (4.753, 1.640, -1.277)  -1.08
C (3.394, 1.335, -1.294)  -0.75
N (2.909, 0.141, -0.989)  0.04
C (3.772, -0.831, -0.638)  -0.11
C (3.209, -2.164, -0.337)  -0.33
N (1.884, -2.303, -0.471)  0.14
C (1.331, -3.482, -0.208)  -0.25
C (2.071, -4.592, 0.184)  -1.17
C (3.431, -4.457, 0.323)  -0.71
C (4.021, -3.221, 0.059)  0.38
C (5.451, -2.981, 0.169)  0.97
N (6.352, -3.870, 0.530)  -0.66
H (6.707, 0.837, -0.843)  0.54
H (5.097, 2.629, -1.558)  0.54
H (2.663, 2.093, -1.564)  0.77
H (0.251, -3.538, -0.310)  0.47
H (1.576, -5.533, 0.386)  0.48
H (4.058, -5.283, 0.634)  0.53
O (-3.905, 1.587, 0.832)  -0.56
C (-3.083, 2.263, 1.342)  0.05
O (-1.743, 1.819, 1.410)  0.65
C (-3.190, 3.599, 1.973)  0.20
C (-4.351, 4.341, 2.083)  -0.70
C (-4.277, 5.574, 2.711)  -0.60
C (-3.068, 6.047, 3.221)  -0.76
C (-1.904, 5.296, 3.110)  -0.64
C (-1.985, 4.069, 2.474)  0.13
P (-0.736, 2.818, 2.181)  0.56
C (-0.216, 2.114, 3.703)  1.13
C (0.891, 2.651, 4.370)  -0.47
C (1.225, 2.158, 5.620)  -0.79
C (0.463, 1.147, 6.191)  -0.58
C (-0.641, 0.629, 5.527)  -0.72
C (-0.990, 1.109, 4.280)  -0.55
C (0.562, 3.463, 1.186)  0.72
C (1.849, 2.924, 1.278)  0.35
C (2.879, 3.537, 0.584)  -1.57
C (2.627, 4.656, -0.202)  -0.57
C (1.336, 5.168, -0.314)  -1.05
C (0.300, 4.581, 0.387)  -0.61
H (-5.285, 3.958, 1.689)  0.56
H (-5.169, 6.179, 2.812)  0.44
H (-3.034, 7.012, 3.712)  0.46
H (-0.964, 5.662, 3.512)  0.54
H (1.487, 3.436, 3.920)  0.43
H (2.088, 2.552, 6.142)  0.44
H (0.742, 0.747, 7.158)  0.43
H (-1.216, -0.174, 5.971)  0.41
H (-1.821, 0.673, 3.740)  0.19
H (2.037, 2.026, 1.864)  0.85
H (3.881, 3.128, 0.657)  0.80
H (3.440, 5.138, -0.731)  0.42
H (1.143, 6.034, -0.936)  0.48
H (-0.701, 4.994, 0.321)  0.43
F (0.073, -0.982, 2.771)  -0.28
B (1.493, -1.080, 3.045)  0.22
F (2.106, 0.056, 2.374)  -0.30
F (1.739, -1.010, 4.416)  -0.32
F (1.977, -2.262, 2.465)  -0.12

Atoms 1-2, force components in eV/Å:
0.28 0.17 -0.36
-0.01 0.02 0.01

E_HOMO	-9.89	eV
strongest force on any atom	0.7	eV Å⁻¹
LUMO level	-3.09	eV
E_tot	-91965.5233	eV
ΔE to the lowest compared entry with this formula, charge and spin	54.6	kJ/mol
charge	+1



This record from OMol25 describes a molecular structure, C37H34BN11O4PtS2 in a non-equilibrium geometry. The level of theory is ωB97M-V with the def2-TZVPD basis set.

Each line ends with the Mulliken charge.
Atoms and positions in Å:
Pt (1.036, 0.069, 0.944)  2.36
C (0.758, 4.224, 0.771)  -1.59
C (0.398, 2.944, 0.382)  0.10
N (1.093, 2.054, 1.084)  -0.53
N (1.899, 2.719, 1.935)  0.53
C (1.709, 4.034, 1.753)  0.34
B (2.836, 1.929, 2.899)  0.40
N (3.687, 1.019, 1.984)  0.96
C (5.023, 0.927, 1.888)  0.15
C (5.332, -0.015, 0.931)  -1.27
C (4.103, -0.471, 0.465)  -0.16
N (3.132, 0.167, 1.108)  -1.12
N (1.946, 1.050, 3.804)  0.80
C (1.881, 0.974, 5.144)  0.18
C (0.940, 0.019, 5.484)  -1.33
C (0.464, -0.459, 4.263)  -0.28
N (1.075, 0.173, 3.279)  -0.92
N (3.779, 2.728, 3.790)  0.43
C (4.053, 4.018, 4.070)  0.02
C (5.060, 4.060, 5.022)  -0.85
C (5.351, 2.707, 5.295)  -0.42
N (4.554, 1.958, 4.585)  -1.11
H (0.387, 5.154, 0.395)  0.51
H (-0.315, 2.641, -0.360)  0.41
H (2.239, 4.782, 2.298)  0.36
H (5.684, 1.518, 2.486)  0.53
H (6.304, -0.323, 0.611)  0.47
H (3.903, -1.208, -0.286)  0.54
H (2.487, 1.574, 5.788)  0.53
H (0.634, -0.282, 6.461)  0.46
H (-0.276, -1.210, 4.073)  0.56
H (3.580, 4.853, 3.603)  0.39
H (5.490, 4.918, 5.499)  0.46
H (6.049, 2.298, 5.996)  0.50
S (0.835, -0.194, -1.696)  -0.18
C (-0.831, 0.235, -1.922)  0.22
N (-1.179, 0.713, -3.147)  0.28
C (-2.554, 1.085, -3.376)  -0.76
C (-3.463, 0.102, -2.647)  -0.68
N (-3.121, 0.108, -1.241)  0.15
C (-4.218, 0.165, -0.307)  -1.23
C (-4.927, 1.503, -0.402)  0.63
C (-6.225, 1.596, -0.898)  -0.31
C (-6.854, 2.829, -0.969)  -0.73
C (-6.189, 3.978, -0.548)  -0.47
C (-4.890, 3.889, -0.056)  -0.83
C (-4.262, 2.659, 0.013)  -0.05
C (-1.807, 0.125, -0.915)  0.53
S (-1.387, -0.129, 0.778)  -0.46
C (-0.270, 0.757, -4.263)  -1.50
C (-0.620, -0.375, -5.194)  0.90
C (-0.483, -1.694, -4.740)  0.01
C (-0.742, -2.748, -5.591)  -0.87
C (-1.196, -2.493, -6.882)  -0.48
C (-1.347, -1.181, -7.332)  -0.67
C (-1.083, -0.124, -6.483)  -0.38
H (-2.762, 1.088, -4.448)  0.51
H (-2.723, 2.100, -2.993)  0.36
H (-3.320, -0.906, -3.055)  0.36
H (-4.511, 0.378, -2.771)  0.54
H (-3.839, 0.012, 0.706)  0.51
H (-4.923, -0.636, -0.550)  0.52
H (-6.758, 0.710, -1.209)  0.46
H (-7.863, 2.897, -1.344)  0.43
H (-6.684, 4.935, -0.590)  0.43
H (-4.380, 4.775, 0.287)  0.45
H (-3.262, 2.579, 0.416)  0.41
H (0.754, 0.658, -3.886)  0.51
H (-0.369, 1.720, -4.767)  0.52
H (-0.146, -1.880, -3.731)  0.34
H (-0.612, -3.763, -5.249)  0.46
H (-1.456, -3.316, -7.530)  0.42
H (-1.668, -0.988, -8.344)  0.42
H (-1.193, 0.892, -6.832)  0.44
O (-0.814, -2.304, 0.057)  -0.59
C (0.249, -2.711, 0.549)  0.85
O (1.182, -1.972, 0.961)  -0.96
C (0.490, -4.187, 0.683)  0.52
C (-0.401, -5.114, 0.145)  -0.59
C (-0.157, -6.470, 0.294)  -0.70
C (0.962, -6.912, 0.984)  -0.56
C (1.831, -5.970, 1.516)  -0.33
C (1.619, -4.611, 1.373)  -0.30
N (3.027, -6.411, 2.260)  1.10
O (3.722, -5.527, 2.685)  -0.61
O (3.176, -7.593, 2.358)  -0.58
H (-1.276, -4.760, -0.379)  0.45
H (-0.844, -7.187, -0.127)  0.44
H (1.165, -7.965, 1.113)  0.54
H (2.321, -3.912, 1.801)  0.73

Atoms 1-2, force components in eV/Å:
0.43 -0.98 1.03
-0.09 -0.34 -0.08

E_HOMO (alpha / beta)	-15.37 / -15.37	eV
⟨S²⟩	0.779
strongest force on any atom	5.0	eV Å⁻¹
LUMO level (alpha / beta)	-11.33 / -11.97	eV
E_tot	-89067.6332	eV
multiplicity	2
ΔE to the lowest compared entry with this formula, charge and spin	213.2	kJ/mol
charge	+3